[1]
The following is a quantum chemistry calculation of a structure of composition C29H34N7PdSSi, from OMol25.

ORCA input file:
```
! RIJCOSX wB97M-V def2-TZVPD def2/J DEFGRID3
* xyz 1 3
Pd 0.657 0.021 1.325
S -0.786 1.105 3.294
Si -1.668 -0.594 -0.757
N 4.539 -1.129 -0.272
N 0.656 -1.091 3.489
N 2.419 -1.050 0.287
N -0.835 -0.700 5.241
N 0.189 1.540 -0.334
N 4.937 1.141 1.849
N 2.743 1.161 1.985
C -1.027 -0.729 -3.550
C -5.676 -1.033 -1.868
C -3.546 -0.597 -0.793
C -5.633 -0.081 0.336
C -0.935 -1.346 0.751
C -0.214 -2.677 -4.699
C 2.581 -2.012 -0.676
C -0.616 -1.348 -4.721
C -0.489 -1.849 5.859
C -0.291 -0.292 4.051
C 3.893 -2.077 -1.034
C -1.223 1.254 -0.701
C 1.499 2.728 -2.154
C 0.444 -2.656 5.290
C 0.322 2.896 0.238
C -0.648 -2.752 -2.335
C 0.330 3.704 -2.168
C -1.041 -1.413 -2.329
C -4.248 -0.110 0.315
C -0.236 -3.381 -3.504
C 1.116 1.399 -1.494
C -6.350 -0.545 -0.760
C 0.993 -2.213 4.071
C 4.606 2.150 2.725
C 3.778 0.574 1.432
C 3.245 2.145 2.795
C -4.287 -1.057 -1.883
C -0.121 4.000 -0.727
C 3.606 -0.531 0.505
H -7.432 -0.525 -0.748
H 1.740 -2.810 3.558
H -0.492 3.273 -2.744
H 0.637 0.742 -2.218
H 2.021 0.892 -1.160
H 1.745 -2.573 -1.057
H 2.599 2.784 3.373
H 0.744 -3.585 5.748
H -6.156 0.300 1.204
H -1.204 4.122 -0.685
H 0.056 -4.423 -3.483
H 0.608 4.626 -2.678
H 1.370 3.024 0.517
H -3.775 -1.447 -2.756
H -6.231 -1.398 -2.723
H -1.351 0.306 -3.593
H 0.307 4.942 -0.377
H 2.338 3.182 -1.619
H 4.417 -2.691 -1.744
H -0.257 2.936 1.160
H -1.643 -1.375 1.584
H -0.520 -2.346 0.611
H -1.525 1.799 -1.601
H -0.677 -3.324 -1.414
H 5.873 0.877 1.598
H -3.703 0.250 1.184
H -1.851 1.644 0.109
H 5.519 -0.913 -0.326
H -1.544 -0.098 5.639
H 5.352 2.759 3.203
H -0.992 -2.066 6.790
H -0.616 -0.797 -5.653
H 1.854 2.521 -3.164
H 0.103 -3.164 -5.612
*
```

For the HOMO energy (alpha / beta), the calculation gives -8.860 / -10.567 eV. Its HOMO-LUMO gap (alpha / beta) is 5.7546 / 7.4542 eV. Its lowest unoccupied orbital energy (alpha / beta) is -3.11 / -3.11 eV. The total energy is -2324.164022 hartree.



[2]
The following is a quantum chemistry calculation of the molecule C29H34NOP, from OMol25.

ORCA input file:
```
! RIJCOSX wB97M-V def2-TZVPD def2/J DEFGRID3
* xyz 0 1
P -1.204 -2.480 1.171
O -2.359 -3.135 1.799
N -1.071 -0.955 1.812
C 0.762 4.318 -0.393
C 0.627 -3.587 2.835
C 2.349 -4.574 0.914
C 1.216 -3.878 0.527
C -2.014 -2.403 -3.346
C -3.102 1.503 0.997
C 2.568 -1.270 -0.594
C -1.787 -3.596 -2.678
C -1.442 -2.380 -0.637
C -1.856 1.856 1.814
C 3.490 -1.263 1.611
C -1.509 -3.584 -1.323
C -1.699 -1.190 -1.300
C -1.078 4.211 -2.673
C 0.357 -3.379 1.490
C 1.381 -0.753 -0.103
C -0.665 2.948 -1.924
C 2.309 -0.735 2.099
C -1.978 -1.203 -2.656
C 0.024 5.263 -2.596
C -0.568 1.359 1.199
C 0.082 2.012 0.244
C -0.038 0.075 1.830
C -0.349 3.265 -0.456
C 0.351 5.583 -1.140
C 2.625 -4.769 2.256
C 1.761 -4.276 3.221
C 1.240 -0.472 1.251
C 3.625 -1.528 0.260
H -1.832 -0.814 2.462
H 4.549 -1.935 -0.124
H -1.465 2.206 -1.976
H -1.355 -4.506 -0.778
H 0.162 0.314 2.889
H -1.962 1.439 2.819
H 2.216 -0.528 3.156
H 0.920 4.885 -3.093
H 0.220 2.516 -2.396
H -1.248 3.679 0.007
H -3.230 0.426 0.922
H -3.030 1.914 -0.007
H -0.072 -3.208 3.569
H -0.290 6.170 -3.116
H -2.173 -0.275 -3.175
H -3.987 1.919 1.474
H -1.993 4.612 -2.231
H 3.512 -5.311 2.551
H 1.028 1.627 -0.113
H 0.982 4.554 0.650
H -1.803 2.941 1.922
H -1.679 -0.258 -0.754
H 1.157 6.319 -1.093
H 4.307 -1.467 2.288
H -1.290 3.969 -3.717
H 1.971 -4.434 4.269
H -0.528 6.020 -0.659
H 0.567 -0.565 -0.783
H 1.008 -3.720 -0.522
H 3.019 -4.965 0.162
H -1.833 -4.533 -3.214
H 2.662 -1.475 -1.650
H 1.671 3.910 -0.841
H -2.230 -2.410 -4.405
*
```

For the HOMO energy, the calculation gives -8.873 eV. Its HOMO-LUMO gap is 9.5845 eV. Its lowest unoccupied orbital energy is 0.71 eV. As for the structure (SMILES): CC/C(=C\C1CCCCC1)[C@@H](NP(=O)(c1ccccc1)c1ccccc1)c1ccccc1. The total energy is -1596.870340 hartree.



[3]
The following is a quantum chemistry calculation of a structure of composition C29H35BF4IrN7O2Sb, from OMol25.

ORCA input file:
```
! RIJCOSX wB97M-V def2-TZVPD def2/J DEFGRID3
* xyz 2 2
Ir -1.575 0.015 -0.729
Sb -1.642 2.268 0.631
F 1.632 2.526 -1.866
F 1.130 1.565 0.174
F 0.068 0.820 -1.738
F 2.334 0.387 -1.381
O -3.047 -1.033 0.214
O 2.553 -1.449 5.522
N 1.713 -0.843 3.503
N 4.074 -0.856 3.914
N -1.697 -1.650 -1.994
N -4.949 0.225 -0.022
N -4.829 -1.543 1.451
N -2.620 -1.552 -2.951
N -0.060 -0.982 0.446
C 0.758 -1.846 -0.386
C 1.516 -1.214 2.267
C 5.171 1.566 0.624
C 4.101 1.927 1.438
C -4.584 1.160 -4.322
C -3.319 1.987 -2.419
C 0.473 -5.220 -1.945
C -4.251 -0.772 0.518
C -0.739 2.393 2.548
C 5.533 -0.357 2.052
C -3.163 -0.316 -3.058
C -1.068 -2.819 -1.920
C 3.742 1.170 2.542
C -0.592 -4.988 -2.896
C 5.893 0.424 0.966
C 0.719 -4.335 -0.981
C 2.853 -1.082 4.425
C -0.772 3.873 -0.433
C -2.799 0.728 -2.157
C 5.529 2.379 -0.586
C 2.072 -2.194 0.192
C 0.243 -0.782 1.662
C -1.324 -3.855 -2.877
C -4.196 2.205 -3.486
C -0.116 -3.099 -0.776
C 4.443 0.008 2.830
C 2.446 -1.918 1.451
C -3.540 3.075 1.144
C -4.068 -0.100 -4.116
B 1.411 1.385 -1.189
H -5.822 -1.524 1.609
H -0.794 -5.738 -3.649
H -3.054 2.839 -1.805
H -5.924 0.353 0.188
H 0.258 4.005 -0.111
H -4.575 3.204 -3.664
H -1.036 3.339 2.996
H 1.060 -6.126 -2.017
H -0.411 -0.156 2.260
H -1.348 4.774 -0.230
H 3.544 2.829 1.216
H 5.271 3.428 -0.447
H -4.317 -2.342 1.782
H -5.269 1.343 -5.138
H 6.593 2.312 -0.806
H -3.907 2.612 2.059
H 0.927 -0.457 4.018
H 4.984 2.019 -1.461
H 6.097 -1.251 2.292
H 2.943 1.515 3.187
H -4.549 0.732 -0.801
H -1.088 1.591 3.199
H 3.422 -2.181 1.821
H 0.963 -1.315 -1.319
H -0.774 3.653 -1.498
H 2.773 -2.679 -0.477
H -4.270 2.935 0.351
H -4.322 -0.930 -4.761
H -2.088 -3.678 -3.616
H 4.816 -1.155 4.534
H -0.738 -3.324 0.106
H 6.751 0.137 0.372
H 1.480 -4.546 -0.241
H -3.399 4.141 1.318
H 0.344 2.360 2.443
*
```

For the HOMO energy (alpha / beta), the calculation gives -12.526 / -13.530 eV. Its HOMO-LUMO gap (alpha / beta) is 4.9789 / 5.9616 eV. Its lowest unoccupied orbital energy (alpha / beta) is -7.55 / -7.57 eV. The total energy is -2428.455811 hartree.



Copy entry 1 word for word.
The following is a quantum chemistry calculation of a structure of composition C29H34N7PdSSi, from OMol25.

ORCA input file:
```
! RIJCOSX wB97M-V def2-TZVPD def2/J DEFGRID3
* xyz 1 3
Pd 0.657 0.021 1.325
S -0.786 1.105 3.294
Si -1.668 -0.594 -0.757
N 4.539 -1.129 -0.272
N 0.656 -1.091 3.489
N 2.419 -1.050 0.287
N -0.835 -0.700 5.241
N 0.189 1.540 -0.334
N 4.937 1.141 1.849
N 2.743 1.161 1.985
C -1.027 -0.729 -3.550
C -5.676 -1.033 -1.868
C -3.546 -0.597 -0.793
C -5.633 -0.081 0.336
C -0.935 -1.346 0.751
C -0.214 -2.677 -4.699
C 2.581 -2.012 -0.676
C -0.616 -1.348 -4.721
C -0.489 -1.849 5.859
C -0.291 -0.292 4.051
C 3.893 -2.077 -1.034
C -1.223 1.254 -0.701
C 1.499 2.728 -2.154
C 0.444 -2.656 5.290
C 0.322 2.896 0.238
C -0.648 -2.752 -2.335
C 0.330 3.704 -2.168
C -1.041 -1.413 -2.329
C -4.248 -0.110 0.315
C -0.236 -3.381 -3.504
C 1.116 1.399 -1.494
C -6.350 -0.545 -0.760
C 0.993 -2.213 4.071
C 4.606 2.150 2.725
C 3.778 0.574 1.432
C 3.245 2.145 2.795
C -4.287 -1.057 -1.883
C -0.121 4.000 -0.727
C 3.606 -0.531 0.505
H -7.432 -0.525 -0.748
H 1.740 -2.810 3.558
H -0.492 3.273 -2.744
H 0.637 0.742 -2.218
H 2.021 0.892 -1.160
H 1.745 -2.573 -1.057
H 2.599 2.784 3.373
H 0.744 -3.585 5.748
H -6.156 0.300 1.204
H -1.204 4.122 -0.685
H 0.056 -4.423 -3.483
H 0.608 4.626 -2.678
H 1.370 3.024 0.517
H -3.775 -1.447 -2.756
H -6.231 -1.398 -2.723
H -1.351 0.306 -3.593
H 0.307 4.942 -0.377
H 2.338 3.182 -1.619
H 4.417 -2.691 -1.744
H -0.257 2.936 1.160
H -1.643 -1.375 1.584
H -0.520 -2.346 0.611
H -1.525 1.799 -1.601
H -0.677 -3.324 -1.414
H 5.873 0.877 1.598
H -3.703 0.250 1.184
H -1.851 1.644 0.109
H 5.519 -0.913 -0.326
H -1.544 -0.098 5.639
H 5.352 2.759 3.203
H -0.992 -2.066 6.790
H -0.616 -0.797 -5.653
H 1.854 2.521 -3.164
H 0.103 -3.164 -5.612
*
```

For the HOMO energy (alpha / beta), the calculation gives -8.860 / -10.567 eV. Its HOMO-LUMO gap (alpha / beta) is 5.7546 / 7.4542 eV. Its lowest unoccupied orbital energy (alpha / beta) is -3.11 / -3.11 eV. The total energy is -2324.164022 hartree.



- Which formula does entry 3 have?
  C29H35BF4IrN7O2Sb



- Which formula does entry 2 have?
  C29H34NOP